Record 1
One molecule with the formula C21H23N3O4S. Source: OMol25; level of theory: ωB97M-V/def2-TZVPD.

Values from the calculation:
structure (SMILES) = Cc1cc(NC(=O)c2ccccc2NS(=O)(=O)c2c(C)c(C)cc(C)c2C)no1
HOMO energy = -0.33034 Ha
ΔE to the lowest compared entry with this formula, charge and spin = 259.3 kJ/mol

Element x y z (Å)
C -7.0513 1.6500 0.4113
C -5.6836 1.2189 0.0337
C -4.8906 0.1994 0.4723
C -3.7050 0.3482 -0.2979
N -2.5526 -0.4082 -0.2698
C -2.3944 -1.5634 0.4422
O -3.2483 -2.0510 1.1512
C -1.0532 -2.1964 0.2311
C -1.0064 -3.5022 -0.2411
C 0.2066 -4.1123 -0.5013
C 1.3845 -3.4207 -0.2706
C 1.3520 -2.1366 0.2412
C 0.1358 -1.5164 0.5053
N 0.1496 -0.2200 1.0516
S 0.5573 0.9950 -0.0742
O -0.0461 0.5911 -1.3217
O 0.0974 2.2316 0.4816
C 2.3579 0.9202 -0.0788
C 3.0934 0.7256 -1.2456
C 2.4985 0.6874 -2.6171
C 4.4831 0.5727 -1.1323
C 5.3293 0.3581 -2.3489
C 5.0744 0.6122 0.1180
C 4.3424 0.8388 1.2729
C 5.0430 0.8798 2.5973
C 2.9587 1.0181 1.1786
C 2.1750 1.2971 2.4227
N -3.8061 1.3699 -1.1156
O -5.0305 1.9147 -0.9132
H -7.0285 2.6657 0.8031
H -7.7003 1.6427 -0.4627
H -7.4520 0.9804 1.1658
H -5.0912 -0.5473 1.2086
H -1.8010 -0.0663 -0.8683
H -1.9356 -4.0228 -0.4172
H 0.2332 -5.1211 -0.8833
H 2.3362 -3.8877 -0.4755
H 2.2679 -1.6062 0.4492
H -0.7200 0.0396 1.4994
H 2.7114 -0.2716 -3.0888
H 1.4275 0.8319 -2.6006
H 2.9491 1.4653 -3.2327
H 5.2464 1.2044 -3.0294
H 6.3733 0.2405 -2.0712
H 5.0116 -0.5322 -2.8895
H 6.1434 0.4722 0.1958
H 6.0846 0.5913 2.4829
H 4.5704 0.2035 3.3068
H 5.0140 1.8844 3.0182
H 2.7644 1.9007 3.1081
H 1.9174 0.3647 2.9244
H 1.2602 1.8295 2.1939

=====

Record 2
One molecule with the formula C4H5N3. Source: OMol25; level of theory: ωB97M-V/def2-TZVPD.

Values from the calculation:
HOMO energy = -0.30569 Ha
ΔE to the lowest compared entry with this formula, charge and spin = 407.2 kJ/mol

Element x y z (Å)
C -1.9924 -0.1156 -0.0012
N -0.7140 -0.3704 -0.6147
C 0.3793 -0.7182 0.1454
C 1.6061 -0.4309 -0.1893
N 2.7681 -0.1182 -0.5485
C 2.6248 1.0423 0.2647
N 2.6640 2.0278 0.8776
H -2.2085 -0.9091 0.7239
H -2.7557 -0.1588 -0.7816
H -2.0520 0.8544 0.5100
H -0.5150 0.0757 -1.4944
H 0.1954 -1.1791 1.1081

=====

| no. | orbital gap (eV) |
| --- | --- |
| 1 | 9.47 |
| 2 | 8.66 |